The following is a quantum chemistry calculation of a 2-piece molecular cluster, C4H3ClFNO overall, from the OMol25 dataset.

The molecular weight is 135.53 g/mol. For the LUMO energy, the calculation gives 0.0 eV. The gap between HOMO and LUMO is 9.71 eV. Its maximum force is 3.12 eV/A. For the energy relative to the best compared isomer or geometry (same formula, charge and spin), the calculation gives 75.4 kcal per mole. As for the net charge: 0.

Each atom is followed by the atoms it is bonded to, with distances in Å.
Cartesian coordinates (Å):
1 C 0.776 -0.768 -0.096  C2 1.335, N5 1.387, H9 1.047
2 C 2.016 -0.274 -0.146  C1 1.335, O6 1.317, H10 1.054
3 C 0.694 1.301 0.098  N5 1.274, O6 1.295, H11 1.030
4 C -2.952 -0.594 0.709  F7 1.326, Cl8 1.666
5 N -0.095 0.303 0.029  C1 1.387, C3 1.274
6 O 1.958 1.029 0.027  C2 1.317, C3 1.295
7 F -2.655 -1.517 -0.196  C4 1.326
8 Cl -3.297 0.763 -0.194  C4 1.666
9 H 0.237 -1.665 -0.130  C1 1.047
10 H 2.862 -0.871 -0.344  C2 1.054
11 H 0.458 2.293 0.242  C3 1.030